Molecular formula: C36H29BiBrCl2N6O2Te
Method: DFT, the ωB97M-V functional and the def2-TZVPD basis

```
! wB97M-V def2-TZVPD RIJCOSX def2/J DEFGRID3
* xyz 1 1
Bi -1.02257 -0.74816 -0.47820
N 1.24303 -1.90926 -4.62151
C 0.49540 -1.35547 -3.67506
N 0.30326 -1.85014 -2.48682
C 0.94962 -3.03335 -2.14177
N 0.84802 -3.56241 -0.97189
N 0.04739 -2.86404 -0.09325
C 0.07692 -3.26277 1.11864
C -0.76134 -2.58408 2.10604
C -0.96227 -3.12916 3.35779
C -1.78419 -2.45935 4.24793
C -2.36579 -1.26434 3.86396
C -2.12120 -0.76497 2.59623
N -1.34073 -1.42959 1.73342
C 1.80678 -3.68569 -3.13389
C 2.51311 -4.86070 -2.86127
C 3.32318 -5.41819 -3.82617
C 3.44154 -4.81339 -5.07978
C 2.75451 -3.65281 -5.36694
C 1.94181 -3.09543 -4.38613
H 1.39177 -1.40954 -5.48475
H 0.01510 -0.42015 -3.94005
H 0.66098 -4.12867 1.40869
H -0.46420 -4.05178 3.61976
H -1.96652 -2.86401 5.23398
H -3.00806 -0.70680 4.52910
H -2.56288 0.16185 2.24364
H 2.40791 -5.31181 -1.88504
H 3.86805 -6.32730 -3.61376
H 4.07729 -5.25619 -5.83438
H 2.84458 -3.17723 -6.33568
Cl -2.75677 2.02707 4.69491
C -1.04666 1.81291 4.91323
C -0.61241 1.09377 6.01472
C 0.73470 0.81872 6.17812
C 1.64745 1.27868 5.24315
C 1.20198 2.03299 4.17609
Cl 2.37485 2.62854 3.03222
C -0.15128 2.32488 3.96671
N -0.56487 3.00694 2.82526
C -1.41079 4.14968 2.84718
C -1.61061 4.90975 3.98987
C -2.46299 6.00196 3.95298
C -3.10208 6.34891 2.77260
C -2.87920 5.59864 1.62720
C -2.03878 4.49574 1.64927
C -1.75316 3.68676 0.41603
C -2.10149 2.21035 0.56111
O -1.17419 1.41870 0.05964
O -3.13761 1.80977 1.04779
H -1.34577 0.74354 6.72832
H 1.07416 0.24234 7.02714
H 2.70201 1.06317 5.33773
H 0.17795 3.08320 2.14359
H -1.10428 4.63780 4.90793
H -2.62305 6.58608 4.84946
H -3.76833 7.20021 2.74282
H -3.37226 5.86600 0.70016
H -0.70279 3.76070 0.12364
H -2.34471 4.07145 -0.41823
C 1.46064 1.55058 -1.70978
Te 1.54563 0.45840 0.17230
C 3.04199 -0.68439 -0.82018
C 3.17305 -0.19587 -2.23710
C 4.06178 -0.81079 -3.11746
C 4.20365 -0.34447 -4.41420
C 3.45138 0.74229 -4.84643
C 2.56051 1.35333 -3.97792
C 2.41382 0.89202 -2.66995
H 1.75550 2.57850 -1.49270
H 0.43706 1.59566 -2.08560
H 2.78054 -1.73750 -0.73289
H 3.95100 -0.53740 -0.23637
H 4.65188 -1.65367 -2.77658
H 4.91080 -0.81845 -5.08257
H 3.57444 1.12489 -5.85167
H 1.98537 2.21115 -4.30754
Br 2.17670 -1.53231 2.31973
*
```

## Properties
- DFT total energy: -5845.187241 Ha
- Orbital gap: 0.2228 Eh
- E_HOMO: -9.870 eV
- LUMO energy: -0.1400 Ha